No. 1
Molecular formula: C21H30AlBrCl45INO
Method: DFT, ωB97M-V/def2-TZVPD

Output
**Gap between HOMO and LUMO**: 5.676 eV
**HOMO energy**: -4.5 eV
**Charge**: -1

XYZ file:
```
101
C21H30AlBrCl45INO (ωB97M-V/def2-TZVPD)
C -4.9852 -1.2335 1.3503
N -5.0492 -0.3829 0.2023
C -5.6817 0.9129 0.5082
Al -4.2179 2.1787 1.1256
Br -2.3477 0.9774 2.0127
I -5.3218 3.5373 3.1058
C -3.7693 3.4508 -0.3654
C -2.3584 4.0340 -0.3374
C -1.2468 2.9990 -0.5235
C -0.4114 3.1816 -1.7791
O 0.6349 2.2421 -1.6922
H -4.0304 -1.7164 1.3933
H -5.0963 -0.6751 2.2470
H -5.7253 -2.0185 1.3459
H -5.4913 -0.8529 -0.5579
H -6.4260 0.8084 1.2770
H -6.1454 1.3639 -0.3480
H -4.4437 4.2835 -0.2766
H -4.0041 2.9915 -1.3022
H -2.2758 4.7108 -1.1659
H -2.1809 4.6068 0.5391
H -0.5985 3.0868 0.3188
H -1.6440 2.0163 -0.5874
H -1.0383 2.9959 -2.6205
H 0.0313 4.1590 -1.7987
H 0.6067 1.9207 -0.8218
C -2.9163 -2.4242 -2.4869
Cl -4.3507 -1.7692 -3.2920
Cl -1.5838 -2.5861 -3.6495
Cl -2.4988 -1.4355 -1.0961
H -3.1560 -3.4123 -2.1285
C 2.7295 -0.3366 -4.4437
Cl 1.3119 -1.0882 -5.1705
Cl 3.3354 -1.3172 -3.1075
Cl 3.9960 -0.0849 -5.6563
H 2.4364 0.6248 -4.0508
C -0.0260 6.6667 -4.1478
Cl -0.6570 6.5682 -2.5044
Cl 0.5834 5.1010 -4.6873
Cl -1.2662 7.2628 -5.2536
H 0.7943 7.3656 -4.1534
C 5.6873 -3.7801 -0.4625
Cl 4.3700 -2.6684 -0.0982
Cl 5.1565 -5.4560 -0.3006
Cl 6.3167 -3.4828 -2.0827
H 6.4772 -3.6091 0.2457
C 7.9725 0.0150 -0.9259
Cl 7.8798 -1.3297 0.2137
Cl 8.8961 1.3508 -0.2332
Cl 8.6815 -0.5058 -2.4525
H 6.9690 0.3612 -1.1195
C -9.0003 -1.9955 -0.3932
Cl -10.3778 -1.4119 -1.3378
Cl -7.5204 -1.9693 -1.3635
Cl -8.8199 -1.0607 1.0799
H -9.1876 -3.0282 -0.1112
C -5.3380 6.2755 -2.7667
Cl -4.1746 5.0947 -3.3522
Cl -4.6514 7.2253 -1.4495
Cl -5.8745 7.3326 -4.0805
H -6.1969 5.7441 -2.3885
C 11.8867 1.4537 -4.5715
Cl 11.9769 2.9747 -5.4651
Cl 13.4993 0.9226 -4.0897
Cl 10.8388 1.6185 -3.1642
H 11.4638 0.7042 -5.2211
C -8.9509 -5.8760 2.1783
Cl -10.3194 -5.2297 3.0814
Cl -9.4216 -7.3213 1.2804
Cl -8.2907 -4.6531 1.0913
H -8.1810 -6.1508 2.8816
C -2.8876 -0.6391 6.0120
Cl -3.7501 0.8061 5.5123
Cl -3.7338 -1.4437 7.3510
Cl -2.6719 -1.7287 4.6372
H -1.9111 -0.3474 6.3624
C -4.6714 -5.3533 7.4243
Cl -5.8761 -4.4961 8.3920
Cl -5.3839 -6.7847 6.6703
Cl -3.9704 -4.2868 6.2167
H -3.8820 -5.6812 8.0830
C -2.3731 -9.7384 6.8887
Cl -2.7143 -8.5175 8.1150
Cl -2.4217 -9.0340 5.2750
Cl -0.8077 -10.4999 7.1894
H -3.1355 -10.4976 6.9488
C 1.3720 -6.8831 6.5242
Cl -0.2897 -6.4235 6.8882
Cl 1.4559 -7.7509 4.9909
Cl 2.4235 -5.4663 6.4974
H 1.7164 -7.5435 7.3036
C 9.8438 6.5375 -5.6893
Cl 8.3537 7.1282 -6.4198
Cl 11.0939 6.3134 -6.9124
Cl 10.3960 7.6447 -4.4272
H 9.6411 5.5799 -5.2347
C 13.2734 5.8069 -2.9487
Cl 13.1893 4.4387 -1.8380
Cl 14.1887 7.1372 -2.2352
Cl 13.9796 5.3133 -4.4857
H 12.2703 6.1522 -3.1352
```



No. 2
Molecular formula: C58H139B2N9O26
Method: DFT, ωB97M-V/def2-TZVPD

Output
**Gap between HOMO and LUMO (spin up / spin down)**: 1.091 / 4.663 eV
**HOMO energy (spin up / spin down)**: 3.4 / -0.2 eV
**Charge**: -3
**Spin multiplicity**: 2
**⟨S²⟩**: 0.755

XYZ file:
```
234
C58H139B2N9O26 (ωB97M-V/def2-TZVPD)
B 5.5762 0.4386 -0.9881
H 6.0651 1.3759 -0.7720
H 4.5527 0.4246 -0.6466
H 5.6332 0.2536 -2.0496
H 6.0881 -0.4078 -0.5572
O 0.9935 -0.1761 1.8704
C 0.6090 0.0429 0.7048
O -0.5835 0.5882 0.3908
B -0.7808 0.5339 -1.0518
O 0.4259 -0.1590 -1.5613
C 1.2474 -0.4154 -0.6099
O 2.2819 -1.0722 -0.7486
O -2.0084 -0.2751 -1.4290
C -2.9045 0.5724 -1.9453
O -4.0644 0.2956 -2.2938
C -2.2507 1.9793 -2.1361
O -0.9716 1.8925 -1.6228
O -2.8645 2.8877 -2.6552
C -6.2056 -2.7420 -10.1456
O -5.7001 -3.6973 -9.3007
C -6.2439 -3.5746 -8.0075
C -5.3742 -2.5591 -7.1543
N -5.9277 -2.5179 -5.8252
C -4.9887 -1.7439 -4.9916
C -3.8317 -2.5130 -4.3060
O -2.7449 -2.7998 -5.1635
C -1.9790 -1.6609 -5.5572
H -6.0359 -3.1761 -11.1310
H -5.7053 -1.7754 -10.0876
H -7.2851 -2.5912 -10.1441
H -6.1019 -4.5508 -7.5438
H -7.3230 -3.4337 -7.9460
H -5.3293 -1.5693 -7.6085
H -4.3836 -3.0037 -7.0592
H -6.7378 -1.9148 -5.8353
H -5.5555 -1.3804 -4.1344
H -4.5653 -0.8188 -5.3828
H -4.1372 -3.4676 -3.8776
H -3.4807 -1.9073 -3.4705
H -1.5721 -1.1196 -4.7030
H -2.5625 -0.9905 -6.1883
H -1.1641 -1.9248 -6.2312
C -2.2726 1.8266 -5.7683
O -1.2100 1.2937 -6.4376
C -1.2835 1.3636 -7.8820
C 0.0520 1.1380 -8.6248
N 0.8556 0.1664 -7.8874
C 2.1659 -0.0126 -8.5258
C 3.1478 1.1339 -8.3933
O 3.7332 1.2641 -7.1539
C 4.5145 2.4755 -7.0171
H -2.1816 1.7142 -4.6879
H -3.2224 1.3671 -6.0419
H -2.3434 2.8883 -6.0047
H -1.7088 2.3145 -8.2030
H -2.0489 0.6599 -8.2091
H 0.5470 2.1091 -8.6086
H 0.0375 0.8301 -9.6703
H 1.0318 0.4321 -6.9290
H 2.0044 -0.1843 -9.5900
H 2.5831 -0.9461 -8.1480
H 2.5196 2.0006 -8.5987
H 3.9673 0.9803 -9.0954
H 3.8678 3.3320 -7.2072
H 5.2377 2.5261 -7.8311
H 5.0399 2.6146 -6.0722
C 6.6762 -2.7305 4.6302
O 6.0897 -2.4972 3.3238
C 4.8084 -1.7825 3.3007
C 4.5002 -1.4829 1.8298
N 4.5022 -2.7098 1.0768
C 3.2285 -3.4712 1.3630
C 3.2156 -4.7275 0.5522
O 3.2388 -4.5581 -0.8800
C 3.1129 -5.8290 -1.5489
H 7.6796 -3.1001 4.4189
H 6.1496 -3.4739 5.2287
H 6.8747 -1.8292 5.2100
H 4.8901 -0.8446 3.8499
H 4.0178 -2.3485 3.7935
H 5.3857 -0.9591 1.4699
H 3.6788 -0.7932 1.6357
H 5.3134 -3.0840 1.5480
H 2.3377 -2.8458 1.3051
H 3.2308 -3.7407 2.4191
H 2.3652 -5.3600 0.8069
H 4.1810 -5.1874 0.7637
H 3.1339 -5.7562 -2.6363
H 2.2067 -6.3767 -1.2903
H 4.0463 -6.3539 -1.3456
C 3.0569 1.9172 7.9882
O 2.6726 0.6301 7.6436
C 3.1617 0.1272 6.4315
C 2.6984 0.7629 5.1901
N 1.4185 0.2399 4.7129
C 0.2817 0.5193 5.5601
C -0.1510 2.0237 5.4986
O -1.4714 2.1469 6.0745
C -1.9512 3.4998 6.0594
H 2.4372 2.6079 7.4163
H 4.1001 2.1626 7.7891
H 2.9509 2.0523 9.0645
H 2.9360 -0.9392 6.4278
H 4.2490 0.1341 6.5085
H 3.4240 0.5118 4.4164
H 2.5687 1.8450 5.2093
H 1.2720 0.4340 3.7326
H 0.4225 0.1330 6.5695
H -0.5399 -0.0723 5.1562
H -0.1201 2.4354 4.4899
H 0.5631 2.5714 6.1135
H -1.4713 4.0662 6.8575
H -3.0280 3.4983 6.2286
H -1.7745 3.9590 5.0867
C -0.8927 -3.3054 0.4500
O 0.0099 -3.6039 1.5197
C -0.6822 -3.2410 2.7407
C 0.0852 -3.7332 4.0265
N -0.0488 -5.1458 4.3171
C 0.3475 -6.0470 3.2230
C 0.1934 -7.5710 3.5904
O -1.1841 -7.9412 3.6714
C -1.4325 -9.3565 3.5547
H -0.2724 -3.2922 -0.4462
H -1.3420 -2.3129 0.4824
H -1.6031 -4.1096 0.2585
H -1.5906 -3.8433 2.7399
H -0.8979 -2.1729 2.7163
H -0.2781 -3.2576 4.9375
H 1.1511 -3.5078 3.9916
H -1.0338 -5.2583 4.5099
H 1.3819 -5.8226 2.9630
H -0.1489 -5.8178 2.2800
H 0.7121 -7.6679 4.5441
H 0.6326 -8.1472 2.7761
H -0.9958 -9.9348 4.3690
H -1.0734 -9.6576 2.5706
H -2.5132 -9.4966 3.5344
C -0.4633 -6.6985 -4.0786
O 0.4434 -5.6573 -3.6485
C -0.1250 -4.2961 -3.6569
C 0.9839 -3.3916 -2.9111
N 2.2643 -3.3515 -3.6320
C 2.2173 -2.5156 -4.8069
C 2.0928 -1.0275 -4.5884
O 3.0475 -0.5425 -3.5973
C 2.9873 0.8644 -3.5799
H -0.3711 -7.0600 -5.1028
H -1.4999 -6.4549 -3.8455
H -0.2412 -7.5751 -3.4701
H -1.0552 -4.2419 -3.0913
H -0.2619 -3.9678 -4.6872
H 1.2644 -3.9640 -2.0270
H 0.5400 -2.4826 -2.5052
H 2.3574 -4.2761 -4.0276
H 1.4776 -2.7492 -5.5726
H 3.1576 -2.6532 -5.3408
H 1.0919 -0.6949 -4.3130
H 2.2512 -0.5838 -5.5713
H 3.4699 1.3325 -4.4379
H 3.6106 1.2324 -2.7649
H 1.9872 1.2563 -3.3950
C 6.9659 4.6679 6.7582
O 6.4071 4.3765 5.4524
C 5.0065 4.5499 5.4948
C 4.5196 4.2732 4.0592
N 4.8051 2.8973 3.6814
C 4.5126 2.7374 2.2526
C 3.0069 2.5034 1.9218
O 2.3738 3.7575 1.6901
C 1.0338 3.6021 1.3712
H 6.4466 4.0032 7.4485
H 6.7696 5.6962 7.0618
H 8.0468 4.5277 6.7723
H 4.6923 5.5316 5.8493
H 4.5725 3.7954 6.1509
H 4.9865 5.0047 3.3997
H 3.4379 4.3280 3.9363
H 5.8099 2.8131 3.6228
H 5.1162 1.9371 1.8246
H 4.8545 3.5740 1.6432
H 2.5093 1.9442 2.7141
H 2.9153 1.9703 0.9755
H 0.6874 4.6121 1.1524
H 0.4112 3.1336 2.1334
H 0.9800 2.9686 0.4858
C -3.4701 -0.9718 4.8263
O -3.8240 -0.4354 3.5699
C -2.8640 0.5186 3.1504
C -3.3149 1.1195 1.7540
N -4.6489 1.7617 1.8453
C -5.2044 2.0671 0.5440
C -6.7866 2.3386 0.6787
O -7.3976 1.1576 1.2127
C -8.6844 1.4471 1.7125
H -3.5582 -0.3359 5.7072
H -2.4804 -1.4260 4.7786
H -4.1718 -1.7683 5.0740
H -1.8351 0.1635 3.2091
H -2.8514 1.2713 3.9386
H -3.3581 0.2582 1.0873
H -2.5423 1.7470 1.3098
H -5.2282 1.0321 2.2353
H -5.0812 1.2824 -0.2025
H -4.6213 2.9035 0.1587
H -7.1925 2.6151 -0.2944
H -6.7830 3.1758 1.3766
H -8.9061 0.7055 2.4800
H -9.5199 1.3704 1.0166
H -8.7062 2.4100 2.2228
C -2.9143 6.2578 -1.7902
O -2.8431 6.2745 -0.3660
C -1.7486 5.5386 0.1695
C -1.9155 5.4706 1.6822
N -1.5217 6.7419 2.3079
C -1.4246 6.6040 3.7570
C -2.7644 6.6725 4.4859
O -2.4572 6.5047 5.8701
C -3.4487 6.6908 6.7903
H -3.1852 5.2900 -2.2120
H -2.0830 6.7367 -2.3076
H -3.7537 6.9402 -1.9240
H -0.7601 5.9271 -0.0755
H -1.7954 4.5213 -0.2194
H -1.3492 4.6066 2.0297
H -2.9688 5.2900 1.8970
H -0.8064 7.2546 1.8123
H -0.7757 7.4126 4.0935
H -0.9857 5.6465 4.0376
H -3.3501 5.8289 4.1206
H -3.3294 7.5656 4.2189
H -3.0811 6.5046 7.7994
H -4.2957 6.0492 6.5475
H -3.7421 7.7406 6.7956
```



No. 3
Molecular formula: C20H21NO4S
Method: DFT, ωB97M-V/def2-TZVPD

Output
**Gap between HOMO and LUMO**: 8.606 eV
**HOMO energy**: -8.1 eV
**Relative energy (zero: lowest compared OMol25 entry of this formula, charge and spin)**: 249.5 kJ/mol
**SMILES**: C=CCOc1ccc2c(c1)c(S(=O)(=O)c1ccc(C)cc1)cn2COC

XYZ file:
```
47
C20H21NO4S (ωB97M-V/def2-TZVPD)
C -2.7488 -4.0787 -0.0330
C -3.6261 -3.0462 -0.3124
C -3.7830 -1.8950 0.5960
O -3.9570 -0.7420 -0.2500
C -2.8558 -0.1289 -0.7969
C -3.1220 1.0560 -1.5005
C -2.1268 1.7278 -2.1935
C -0.8333 1.2563 -2.1022
C -0.5513 0.0839 -1.4343
C -1.5574 -0.6287 -0.7772
C 0.8589 -0.1600 -1.5001
S 1.7929 -1.5580 -0.8166
O 1.0476 -2.8173 -0.9217
O 3.0856 -1.5440 -1.4926
C 2.0001 -1.1126 0.9397
C 1.1086 -1.6554 1.8721
C 1.2602 -1.3356 3.2275
C 2.2756 -0.4850 3.6698
C 2.3919 -0.1185 5.0990
C 3.1712 0.0358 2.7432
C 3.0450 -0.2749 1.3673
C 1.4071 0.8768 -2.2422
N 0.3430 1.7167 -2.6546
C 0.4921 2.9467 -3.4602
O 1.5959 3.7341 -3.0666
C 1.3896 4.3424 -1.7762
H -2.2670 -4.1830 0.9243
H -2.5612 -4.8204 -0.7830
H -4.0817 -3.0366 -1.3093
H -2.9828 -1.7829 1.3327
H -4.7123 -2.0571 1.1305
H -4.1715 1.3274 -1.5695
H -2.4047 2.6143 -2.7554
H -1.3006 -1.5381 -0.2282
H 0.3008 -2.3338 1.5868
H 0.5751 -1.7482 3.9481
H 3.0048 0.7849 5.2457
H 2.7529 -0.9551 5.7209
H 1.3989 0.1565 5.5065
H 3.9670 0.6791 3.0845
H 3.7136 0.1301 0.6002
H 2.4803 0.9904 -2.4532
H -0.4296 3.5382 -3.4377
H 0.6120 2.6559 -4.5208
H 1.6053 3.5787 -1.0111
H 2.0639 5.1901 -1.6126
H 0.3326 4.6142 -1.5832
```



No. 4
Molecular formula: C18H20Cl3GeO5Re
Method: DFT, ωB97M-V/def2-TZVPD

Output
**Gap between HOMO and LUMO**: 6.790 eV
**HOMO energy**: -8.8 eV
**Relative energy (zero: lowest compared OMol25 entry of this formula, charge and spin)**: 54.7 kJ/mol

XYZ file:
```
48
C18H20Cl3GeO5Re (ωB97M-V/def2-TZVPD)
Re -0.2573 -0.4757 0.6633
C 0.9905 -3.6349 0.7587
C 0.7378 -2.4751 -0.1698
C -0.4065 -2.4060 -1.0005
C -1.5306 -3.4159 -0.8844
C -0.3696 -1.6563 -2.2296
C -1.5222 -1.7429 -3.1893
C 0.6851 -0.8185 -2.5053
C 0.7604 -0.0353 -3.7849
C 1.6115 -0.5849 -1.4669
C 2.5640 0.5683 -1.5800
C 1.7144 -1.4588 -0.3534
C 3.0392 -1.4713 0.3851
H 1.5333 -4.4150 0.2175
H 0.0745 -4.0736 1.1392
H 1.5756 -3.3487 1.6240
H -2.5016 -2.9297 -0.7971
H -1.4173 -4.0859 -0.0410
H -1.5576 -4.0350 -1.7832
H -1.3496 -2.5201 -3.9400
H -1.6555 -0.7980 -3.7106
H -2.4535 -1.9788 -2.6823
H 0.1823 0.8904 -3.7073
H 0.3645 -0.6119 -4.6186
H 1.7877 0.2275 -4.0302
H 3.4324 0.2878 -2.1841
H 2.9276 0.8894 -0.6067
H 2.0808 1.4131 -2.0678
H 3.2246 -0.5545 0.9416
H 3.8486 -1.5759 -0.3409
H 3.1140 -2.2958 1.0834
O -2.5617 5.1428 -0.6536
C -2.1095 4.0666 -0.4139
C -1.6682 3.0078 -1.4526
O -1.6853 3.1087 -2.6505
C -1.2098 1.8775 -0.6283
C -1.3113 2.1355 0.7011
O -0.9005 1.1685 1.5203
C -1.8615 3.4633 0.9953
O -2.0842 4.0006 2.0438
O -0.7071 0.7357 -1.0085
C -1.4061 -1.5779 1.6724
H -1.5486 -2.6457 1.5242
H -2.0977 -1.1532 2.4013
Cl -0.3685 0.0735 4.5191
Ge 0.9187 -0.4223 2.8617
Cl 2.3376 1.2437 2.7797
Cl 2.1349 -2.0000 3.7415
```



No. 5
Molecular formula: C4H4ClOP
Method: DFT, ωB97M-V/def2-TZVPD

Output
**Gap between HOMO and LUMO (spin up / spin down)**: 6.867 / 6.325 eV
**HOMO energy (spin up / spin down)**: -6.5 / -9.3 eV
**Spin multiplicity**: 3
**Relative energy (zero: lowest compared OMol25 entry of this formula, charge and spin)**: 73.2 kJ/mol
**⟨S²⟩**: 2.044

XYZ file:
```
11
C4H4ClOP (ωB97M-V/def2-TZVPD)
C -1.0190 -0.7847 -0.5936
C 0.7007 -0.6436 1.1541
C -0.6294 0.6462 -0.5750
C 0.7262 0.6582 0.3169
O 1.1771 -0.7166 2.2529
P -0.2327 -1.9767 0.3179
Cl 2.0215 0.4311 -0.8980
H -1.8672 -1.0246 -1.2350
H -0.4113 0.8059 -1.6368
H -1.3808 1.1848 -0.1171
H 0.9150 1.4201 1.0137
```



No. 6
Molecular formula: C18H18N2
Method: DFT, ωB97M-V/def2-TZVPD

Output
**Gap between HOMO and LUMO**: 8.703 eV
**HOMO energy**: -7.8 eV
**Relative energy (zero: lowest compared OMol25 entry of this formula, charge and spin)**: 320.2 kJ/mol
**SMILES**: Cc1c[nH]c2ccccc12.Cc1c[nH]c2ccccc12

XYZ file:
```
38
C18H18N2 (ωB97M-V/def2-TZVPD)
C -1.5553 -0.1763 -3.2822
C -1.2213 1.4117 -3.2120
C -1.2147 2.1338 -4.3675
N -0.7782 3.5000 -3.9834
C -0.5426 3.5159 -2.6519
C -0.0994 4.4824 -1.7186
C 0.0542 4.2433 -0.3121
C -0.1930 2.8784 0.0998
C -0.6554 1.8731 -0.6851
C -0.8767 2.1482 -2.0552
H -2.4987 -0.4283 -3.0608
H -0.9116 -0.6331 -2.5379
H -1.2033 -0.7541 -4.1638
H -1.3303 1.9900 -5.3720
H -1.0268 4.3132 -4.5645
H 0.1552 5.4611 -2.3270
H 0.5556 5.0399 0.3257
H -0.1801 2.5708 1.1359
H -0.7744 0.7820 -0.4515
C -0.1091 -4.8301 2.6739
C -0.0211 -3.3641 2.9808
C -0.3564 -2.6839 4.1574
N 0.3896 -1.4279 4.1160
C 0.8986 -1.2389 2.7834
C 1.5829 -0.1681 2.2091
C 1.9444 -0.3453 0.8935
C 1.7896 -1.5394 0.2089
C 1.0878 -2.6086 0.8085
C 0.6150 -2.4795 2.0958
H 0.7686 -5.1218 2.1143
H -0.9612 -5.1635 2.1079
H -0.2709 -5.4850 3.5543
H -0.9535 -3.1477 4.9519
H 0.2420 -0.6788 4.7063
H 1.7610 0.6033 2.8895
H 2.6452 0.4678 0.4928
H 2.1190 -1.5732 -0.8544
H 1.1249 -3.5675 0.2941
```



No. 7
Molecular formula: C4H7N3
Method: DFT, ωB97M-V/def2-TZVPD

Output
**Gap between HOMO and LUMO**: 8.590 eV
**HOMO energy**: -7.7 eV
**Relative energy (zero: lowest compared OMol25 entry of this formula, charge and spin)**: 389.6 kJ/mol

XYZ file:
```
14
C4H7N3 (ωB97M-V/def2-TZVPD)
C 0.2930 -2.1020 -0.9927
N -0.6925 -1.0938 -0.6539
C -0.3420 0.0803 0.0615
N -0.4441 0.5903 -1.1168
N 0.0838 2.4631 -0.0118
C 0.2415 1.9486 1.1660
C 0.0017 0.5420 1.3016
H 1.2832 -1.6551 -0.8847
H 0.2101 -2.9590 -0.3145
H 0.1595 -2.4315 -2.0267
H -1.6719 -1.3344 -0.7084
H 0.2503 3.4623 -0.0637
H 0.5446 2.5368 2.0407
H 0.0829 -0.0475 2.2033
```



Number 1: calculated total energy -24771.0387 hartree. Number 2: calculated total energy -4791.5104 hartree. Number 3: calculated total energy -1528.5351 hartree. Number 4: calculated total energy -4609.9397 hartree. Number 5: calculated total energy -1031.4431 hartree. Number 6: calculated total energy -806.1247 hartree. Number 7: calculated total energy -320.7349 hartree.